DFT (ωB97M-V/def2-TZVPD) results for an isolated molecule of C3H5NO2.

Last column: Mulliken charge in e.
CARTESIAN COORDINATES (ANGSTROEM)
C -1.3998 0.4393 -1.1425  -0.613
O -1.4980 -0.2814 0.0933  -0.324
C -0.3290 -0.4382 0.7015  0.211
N 0.7615 -0.0767 0.1700  -0.377
C 2.0027 -0.1815 0.7844  0.039
O 2.7083 0.7637 1.0279  -0.467
H -0.6395 -0.0253 -1.7726  0.290
H -1.1102 1.4727 -0.9271  0.293
H -2.3829 0.4050 -1.6083  0.239
H -0.4814 -0.8740 1.6907  0.386
H 2.3684 -1.2035 0.9827  0.324

The value obtained for the relative energy (zero: lowest compared OMol25 entry of this formula, charge and spin) is 1.498 eV. Its gap between HOMO and LUMO is 10.92 eV. The value obtained for the LUMO energy is 0.80 eV.